Record 1
13
Properties=species:S:1:pos:R:3:forces:R:3 method="wB97M-V/def2-TZVPD" fmax_ev_per_a=4.2 e_above_lowest_kj_mol=518.0 smiles="C1ON=C2CNN=C12" spin_multiplicity=1
C -1.674 1.017 0.014 -0.672 2.346 -0.296
O -2.357 -0.279 -0.140 0.135 1.855 0.995
N -1.423 -1.256 -0.052 -0.711 -2.878 0.088
C -0.269 -0.809 0.063 2.656 2.912 -1.313
C 1.201 -1.111 0.054 1.089 -1.625 -1.925
N 1.811 0.265 -0.295 2.315 -1.181 1.951
N 0.864 1.319 0.052 -0.071 -2.138 -1.043
C -0.249 0.683 -0.013 -0.139 0.032 1.671
H -1.936 1.758 0.869 -0.131 -1.961 -0.886
H -1.914 1.578 -0.892 -0.182 0.023 -0.022
H 1.599 -1.872 -0.741 -1.169 1.467 1.034
H 1.501 -1.627 0.968 0.231 0.756 0.491
H 2.848 0.335 0.113 -3.351 0.393 -0.746

***

Record 2
14
Properties=species:S:1:pos:R:3:forces:R:3 method="wB97M-V/def2-TZVPD" fmax_ev_per_a=1.8 e_above_lowest_kj_mol=439.2 spin_multiplicity=1
O 2.851 -0.028 -0.295 -0.295 -0.399 -1.747
C 1.836 -0.858 0.225 -0.972 0.843 1.000
C 0.542 -0.086 0.147 -0.188 0.314 -0.665
N -0.579 -0.636 -0.106 -0.960 -0.168 -0.236
C -1.499 0.450 -0.175 0.122 0.218 1.292
N -2.764 0.392 -0.044 0.286 -1.320 -0.635
O -3.183 -0.945 -0.087 -0.554 1.326 0.316
N -0.889 1.724 -0.007 1.109 -0.706 -0.493
C 0.352 1.399 0.129 0.040 -0.023 0.545
H 2.557 0.147 -1.221 0.784 0.008 0.854
H 2.106 -1.017 1.266 -0.037 -0.173 0.160
H 1.613 -1.832 -0.227 0.653 0.126 -0.299
H -4.116 -0.790 0.117 0.019 -0.539 -0.150
H 1.171 2.078 0.278 -0.008 0.493 0.059

***

E_tot readings, ordered: -10742.246, -12791.322 eV